Entry 1:
Below is a molecular structure, C3H7NO, with properties calculated with ωB97M-V with the def2-TZVPD basis set.

```
12
Properties=species:S:1:pos:R:3:forces:R:3
O 2.08378 0.67921 -0.09971 -0.3 -0.5 2.6
C 1.16477 -0.38069 -0.11456 -1.7 -2.2 1.5
C -0.20788 -0.03525 -0.58731 -0.1 -0.3 -0.3
C -1.36080 -0.25249 0.31613 -0.3 -0.2 0.0
N -0.83260 1.08851 0.08931 -0.1 0.2 0.0
H 1.80830 0.36884 0.87146 3.0 3.7 -1.2
H 1.02036 -0.62806 1.07667 -0.5 -0.7 -2.1
H 1.58106 -1.30215 -0.51741 -0.2 -0.1 -0.4
H -0.37000 -0.16507 -1.65459 -0.1 0.1 0.1
H -1.18859 -0.63025 1.32470 0.0 0.0 -0.3
H -2.30592 -0.55132 -0.12595 0.0 0.1 0.0
H -1.41661 1.62242 -0.54814 0.1 -0.1 0.1
```
Positions in Å, forces in eV/Å.

Values from the calculation:
- Frontier orbital gap: 10.88 eV
- Highest occupied orbital energy: -9.825 eV
- Total charge: 0
- Strongest force on any atom: 0.0959 Eh/bohr
- Energy: -6758.4846 eV

---

Entry 2:
Below is C3H7NO in the gas phase, with properties calculated with ωB97M-V with the def2-TZVPD basis set.

```
12
Properties=species:S:1:pos:R:3:forces:R:3
C -1.27227 -1.94488 0.08274 0.4 -0.4 0.7
C -0.27740 -0.77477 0.17370 -0.9 0.3 -0.9
N -0.36322 0.18349 -0.68547 0.2 -0.9 1.3
O 0.44419 1.29502 -0.49822 -1.1 0.1 -2.0
C 1.29735 1.34671 0.55325 1.3 -0.2 1.9
H -1.29661 -2.41007 -0.93944 -0.1 0.6 1.0
H -0.93535 -2.71246 0.84130 -0.3 0.6 -1.0
H -2.29540 -1.63552 0.43815 1.0 -0.2 -0.7
H 0.42769 -0.78906 1.00424 -0.1 0.1 -0.1
H 0.75753 1.34683 1.51693 0.1 -0.1 -0.1
H 2.00799 0.48486 0.57268 -0.2 0.6 -0.1
H 1.83710 2.30853 0.49208 -0.2 -0.6 -0.2
```
Positions in Å, forces in eV/Å.

Values from the calculation:
- Frontier orbital gap: 10.59 eV
- Highest occupied orbital energy: -9.600 eV
- Total charge: 0
- Strongest force on any atom: 0.0461 Eh/bohr
- Energy: -6759.5384 eV
- Structure (SMILES): C/C=N/OC

---

Entry 3:
Below is 2 unconnected molecules or ions with the total composition C3H7NO, with properties calculated with ωB97M-V with the def2-TZVPD basis set.

```
12
Properties=species:S:1:pos:R:3:forces:R:3
N 1.71707 -1.56547 0.75351 0.0 -0.4 -0.2
C 1.27089 -0.30725 0.40470 0.7 -1.0 1.6
O 2.01248 0.48519 -0.10896 -0.1 0.6 -0.6
H 2.65426 -1.84501 0.52180 0.2 0.5 -0.3
H 1.18311 -2.36318 1.05036 -0.7 0.5 0.1
H 0.29442 -0.05145 0.85916 -0.1 -0.2 -0.6
C -2.45790 1.47715 -0.56786 -0.3 0.6 -0.1
C -2.50946 0.15747 -0.53982 -0.7 -0.5 -1.1
H -3.34856 2.04627 -0.28988 0.6 0.1 0.6
H -1.60438 2.03535 -0.96510 -0.4 -0.3 -0.1
H -3.37451 -0.37650 -0.12809 0.3 0.3 -0.2
H -1.89928 -0.40685 -1.24417 0.6 -0.2 0.9
```
Positions in Å, forces in eV/Å.

Values from the calculation:
- Frontier orbital gap: 11.01 eV
- Highest occupied orbital energy: -10.016 eV
- Total charge: 0
- Strongest force on any atom: 0.0388 Eh/bohr
- Energy: -6760.9631 eV
- Structure (SMILES): NC=O.C=C

---

Entry 4:
Below is C3H7NO in the gas phase, with properties calculated with ωB97M-V with the def2-TZVPD basis set.

```
12
Properties=species:S:1:pos:R:3:forces:R:3
N -1.06767 -1.18107 0.32627 0.1 -1.5 0.9
C -0.13772 -0.04926 0.41838 -0.5 -0.2 0.4
C -0.31927 1.18533 -0.49475 -1.1 -1.1 -0.3
O 1.09694 1.24250 -0.71817 -0.2 -0.5 -0.3
C 1.22766 -0.15605 -0.29415 0.1 0.4 -0.3
H -0.54997 -2.06816 0.64859 -1.2 1.8 -0.6
H -1.92868 -1.08746 0.93937 1.7 0.0 -0.9
H -0.03381 0.26583 1.47694 0.3 0.1 -0.6
H -0.79364 2.05154 -0.05601 0.4 0.5 0.2
H -0.93267 0.93304 -1.40076 0.8 0.0 0.4
H 2.12005 -0.26565 0.30648 0.2 -0.1 0.3
H 1.31879 -0.87057 -1.15220 -0.5 0.6 0.5
```
Positions in Å, forces in eV/Å.

Values from the calculation:
- Frontier orbital gap: 10.41 eV
- Highest occupied orbital energy: -9.420 eV
- Total charge: 0
- Strongest force on any atom: 0.0444 Eh/bohr
- Energy: -6760.3997 eV
- Structure (SMILES): NC1COC1

---

Entry 5:
Below is C3H7NO in the gas phase, with properties calculated with ωB97M-V with the def2-TZVPD basis set.

```
12
Properties=species:S:1:pos:R:3:forces:R:3
C -1.78549 0.53340 0.04039 -0.7 -1.3 0.6
N -1.69351 -0.68880 -0.38176 -2.3 1.1 0.0
O -0.52139 -1.41680 -0.28130 -1.8 0.1 -0.9
C 0.50861 -0.80910 0.30567 3.6 3.5 4.0
C 1.17063 0.45686 -0.39677 3.3 -3.0 0.4
H -2.79386 1.12834 0.20652 2.1 -1.8 -1.0
H -0.89669 0.92340 0.46962 0.2 1.0 0.5
H 0.34349 -0.36954 1.37694 -0.5 -1.4 -1.2
H 1.36361 -1.51596 0.43945 -1.1 0.2 -0.4
H 1.20310 -0.02653 -1.36524 0.5 0.9 -1.0
H 0.68409 1.43971 -0.44660 0.6 -0.5 0.4
H 2.41739 0.34499 0.03306 -3.9 1.1 -1.3
```
Positions in Å, forces in eV/Å.

Values from the calculation:
- Frontier orbital gap: 10.93 eV
- Highest occupied orbital energy: -9.955 eV
- Total charge: 0
- Strongest force on any atom: 0.1256 Eh/bohr
- Energy: -6757.7704 eV
- Structure (SMILES): C=NOCC

---

Entry 6:
Below is 2 unconnected molecules or ions with the total composition C3H7NO, with properties calculated with ωB97M-V with the def2-TZVPD basis set.

```
12
Properties=species:S:1:pos:R:3:forces:R:3
N -2.97420 -0.29508 0.64745 -5.3 -2.2 0.9
C -1.68584 -0.15503 0.55910 3.6 -1.7 -0.4
O -0.78137 -0.98035 0.75715 -2.0 1.0 0.2
H -3.61014 -1.10980 0.92434 2.5 1.0 -0.3
H -3.61964 0.38444 0.29413 0.6 0.8 -0.2
H -1.45648 0.81242 0.16068 0.5 1.1 -0.2
C 2.65425 0.65746 -1.02257 -2.7 0.3 1.8
C 2.08339 -0.14153 -0.09583 0.5 -0.7 -1.4
H 2.04625 1.50673 -1.41298 0.6 -1.0 -0.3
H 3.67110 0.57251 -1.23075 1.6 0.3 -0.3
H 1.01833 -0.35131 -0.03124 0.1 0.9 0.4
H 2.65435 -0.90044 0.45052 0.1 0.3 -0.3
```
Positions in Å, forces in eV/Å.

Values from the calculation:
- Frontier orbital gap: 10.05 eV
- Highest occupied orbital energy: -9.326 eV
- Total charge: 0
- Strongest force on any atom: 0.1136 Eh/bohr
- Energy: -6760.6134 eV
- Structure (SMILES): NC=O.C=C

---

Entry 7:
Below is C3H7NO in the gas phase, with properties calculated with ωB97M-V with the def2-TZVPD basis set.

```
12
Properties=species:S:1:pos:R:3:forces:R:3
C 1.01344 -1.29903 0.08055 0.0 0.0 0.0
C 0.17471 -0.26169 0.14464 0.0 -0.2 0.0
C -1.31853 -0.37832 0.03375 -0.1 0.0 0.0
N 0.69385 1.02715 0.38810 0.2 -0.3 0.2
O 0.14373 2.01427 -0.46452 -0.1 0.3 0.1
H 2.08462 -1.13906 0.01497 0.0 0.0 0.1
H 0.68057 -2.32985 0.10632 -0.1 0.2 -0.1
H -1.65508 -1.39020 0.27644 0.2 0.1 0.0
H -1.62047 -0.16575 -0.99548 0.0 0.0 0.1
H -1.84255 0.32529 0.68441 0.1 0.0 0.0
H 1.70439 1.02865 0.25581 -0.2 0.1 -0.1
H -0.07416 2.72246 0.15651 -0.1 -0.1 -0.2
```
Positions in Å, forces in eV/Å.

Values from the calculation:
- Frontier orbital gap: 9.49 eV
- Highest occupied orbital energy: -8.486 eV
- Total charge: 0
- Strongest force on any atom: 0.0082 Eh/bohr
- Energy: -6759.9384 eV
- Structure (SMILES): C=C(C)NO

---

Entry 8:
Below is C3H7NO in the gas phase, with properties calculated with ωB97M-V with the def2-TZVPD basis set.

```
12
Properties=species:S:1:pos:R:3:forces:R:3
O 1.25680 0.00430 1.05075 0.1 0.4 0.2
C 1.38559 -0.53796 -0.26138 0.3 -0.3 -0.1
C 0.45167 0.00280 -1.31365 -0.2 0.3 0.3
C -1.38025 0.10906 0.42744 -0.1 -0.3 0.4
N -0.68115 0.44443 -0.82143 0.2 0.1 -0.4
H 1.24304 0.96829 0.96813 0.1 -0.2 0.1
H 1.32172 -1.62843 -0.11889 -0.1 0.2 -0.4
H 2.38469 -0.33293 -0.67185 0.0 -0.1 0.3
H -1.13150 -0.91704 0.72446 -0.2 0.3 -0.2
H -1.15548 0.73816 1.29351 0.1 0.1 -0.4
H -2.44221 0.18487 0.19895 0.0 -0.1 0.2
H -1.25292 0.96444 -1.47605 -0.1 -0.3 0.0
```
Positions in Å, forces in eV/Å.

Values from the calculation:
- Frontier orbital gap: 8.91 eV
- Highest occupied orbital energy: -8.076 eV
- Total charge: 0
- Strongest force on any atom: 0.0097 Eh/bohr
- Energy: -6759.4001 eV

---

Entry 9:
Below is 2 unconnected molecules or ions with the total composition C3H7NO, with properties calculated with ωB97M-V with the def2-TZVPD basis set.

```
12
Properties=species:S:1:pos:R:3:forces:R:3
C 1.15033 0.71936 -1.36907 0.5 0.2 -0.4
C 0.16854 1.38461 -0.75165 0.4 -0.2 -0.1
N -0.49459 1.09502 0.43167 -0.4 0.7 0.7
H 1.23448 0.78826 -2.45148 0.3 0.9 0.2
H 1.96709 0.16239 -0.92957 -0.6 -0.8 0.4
H -0.18007 2.30332 -1.21764 -0.8 -0.6 -0.5
H -0.08451 0.83094 1.31739 0.5 -0.2 -0.4
H -1.27217 1.71298 0.59486 0.1 0.1 0.1
C -0.58457 -2.27120 1.09238 -1.0 1.2 -0.3
O -0.38443 -2.52323 2.24652 0.3 -0.5 0.0
H -0.74666 -1.22465 0.76659 0.3 -0.1 0.0
H -0.77342 -2.97780 0.27001 0.3 -0.7 0.3
```
Positions in Å, forces in eV/Å.

Values from the calculation:
- Frontier orbital gap: 9.29 eV
- Highest occupied orbital energy: -8.389 eV
- Total charge: 0
- Strongest force on any atom: 0.0301 Eh/bohr
- Energy: -6759.7804 eV
- Structure (SMILES): C=CN.C=O

---

> Which of these has the highest strongest force on any atom?

number 5

---

What did the fifth record say?
Below is C3H7NO in the gas phase, with properties calculated with ωB97M-V with the def2-TZVPD basis set.

```
12
Properties=species:S:1:pos:R:3:forces:R:3
C -1.78549 0.53340 0.04039 -0.7 -1.3 0.6
N -1.69351 -0.68880 -0.38176 -2.3 1.1 0.0
O -0.52139 -1.41680 -0.28130 -1.8 0.1 -0.9
C 0.50861 -0.80910 0.30567 3.6 3.5 4.0
C 1.17063 0.45686 -0.39677 3.3 -3.0 0.4
H -2.79386 1.12834 0.20652 2.1 -1.8 -1.0
H -0.89669 0.92340 0.46962 0.2 1.0 0.5
H 0.34349 -0.36954 1.37694 -0.5 -1.4 -1.2
H 1.36361 -1.51596 0.43945 -1.1 0.2 -0.4
H 1.20310 -0.02653 -1.36524 0.5 0.9 -1.0
H 0.68409 1.43971 -0.44660 0.6 -0.5 0.4
H 2.41739 0.34499 0.03306 -3.9 1.1 -1.3
```
Positions in Å, forces in eV/Å.

Values from the calculation:
- Frontier orbital gap: 10.93 eV
- Highest occupied orbital energy: -9.955 eV
- Total charge: 0
- Strongest force on any atom: 0.1256 Eh/bohr
- Energy: -6757.7704 eV
- Structure (SMILES): C=NOCC

---

> Which of these has the lowest energy?

number 3

---

> Among the records above, which one has the highest energy?

number 5